P:
Formula: C2H3NOS
Source: the OMol25 dataset
Level of theory: the ωB97M-V functional and the def2-TZVPD basis

XYZ file:
```
8
C2H3NOS | the OMol25 dataset | the ωB97M-V functional and the def2-TZVPD basis
C -1.22944 0.38043 0.21318
C 1.26486 -0.05385 -0.58374
N -1.17360 -0.55010 0.98663
O -1.17374 1.37377 -0.37977
S 1.95387 0.79290 0.51511
H 1.30742 0.35111 -1.51920
H 0.85120 -1.05592 -0.43168
H -1.80055 -1.23833 1.19948
```

Calculated values
- SMILES: N=C=O.C=S
- Highest occupied orbital energy: -8.65 eV
- Frontier orbital gap: 8.56 eV

Q:
Formula: C2H3NOS
Source: the OMol25 dataset
Level of theory: the ωB97M-V functional and the def2-TZVPD basis

XYZ file:
```
8
C2H3NOS | the OMol25 dataset | the ωB97M-V functional and the def2-TZVPD basis
C 0.63296 -0.06670 1.15529
C -0.81157 -0.47754 -0.82960
H 1.14655 0.73144 1.80344
H 0.07521 -1.00075 1.58231
H -1.29946 -0.98275 -1.63736
N 0.38683 -1.03785 -0.83469
O 1.27249 -0.61615 -0.05802
S -0.73365 1.04448 0.16278
```

Calculated values
- SMILES: C1=NOCS1
- Highest occupied orbital energy: -8.91 eV
- Frontier orbital gap: 9.28 eV

R:
Formula: C2H3NOS
Source: the OMol25 dataset
Level of theory: the ωB97M-V functional and the def2-TZVPD basis

XYZ file:
```
8
C2H3NOS | the OMol25 dataset | the ωB97M-V functional and the def2-TZVPD basis
C -1.39440 0.09681 0.12156
C 1.07810 -0.13021 0.06596
N -0.16478 0.11674 0.67921
O -0.88794 1.38023 0.16534
S -2.62970 -0.59973 -0.55358
H 1.83349 0.60483 0.05320
H 1.38904 -1.10924 0.54015
H 0.77618 -0.35943 -1.07184
```

Calculated values
- SMILES: CN1OC1=S
- Highest occupied orbital energy: -9.52 eV
- Frontier orbital gap: 9.79 eV

Q: Which of them is the most stable? A: P.

P:
Formula: C4H4ClNO2
Source: the OMol25 dataset
Level of theory: the ωB97M-V functional and the def2-TZVPD basis

XYZ file:
```
12
C4H4ClNO2 | the OMol25 dataset | the ωB97M-V functional and the def2-TZVPD basis
C -0.94064 -0.65726 -0.27006
C 0.10624 -1.55900 -0.20328
C 1.24576 -0.69767 -0.12444
C 0.93387 0.60210 -0.10777
H -2.87226 0.06643 0.00799
H -0.14168 -2.67079 -0.23564
H 0.86232 2.47076 0.06192
H -0.95763 1.57737 1.14273
N -0.45533 0.68881 -0.28220
O -2.32172 -0.75669 0.13335
O 1.53956 1.83590 -0.14520
Cl 3.00152 -0.89996 0.02259
```

Calculated values
- Highest occupied orbital energy: -8.06 eV
- Frontier orbital gap: 6.01 eV

Q:
Formula: C4H4ClNO2
Source: the OMol25 dataset
Level of theory: the ωB97M-V functional and the def2-TZVPD basis

XYZ file:
```
12
C4H4ClNO2 | the OMol25 dataset | the ωB97M-V functional and the def2-TZVPD basis
C 1.66524 1.34929 -0.33787
C -1.35699 -0.76127 -0.01441
C 0.58449 0.72820 -0.70668
C -0.53091 0.07749 -1.02259
N 0.24202 -1.20354 1.51470
O 0.82782 -0.96841 2.46241
O -0.84080 -0.29381 1.18817
Cl -1.12866 0.09064 -2.74633
H 1.57934 2.44246 -0.10241
H 2.50915 0.75555 -0.24250
H -2.43246 -0.37947 0.10267
H -1.11823 -1.83711 -0.09515
```

Calculated values
- SMILES: C=C=C(Cl)CON=O
- Highest occupied orbital energy: -9.61 eV
- Frontier orbital gap: 9.75 eV

Q: Which of them is the most stable? A: Q.